Arrangement P

Entry from OMol25: an isolated ion of composition C4H10NS and charge +1 (ωB97M-V/def2-TZVPD).

Output
total charge = +1
frontier orbital gap = 8.960 eV
HOMO level = -14.316 eV

Geometry (Å):
N  -0.167  -0.513  0.327
H  0.284  -2.536  -0.022
H  -3.592  -0.198  -0.802
H  -0.248  1.395  1.378
H  0.347  1.642  -1.246
C  0.459  0.736  0.768
H  1.326  -1.600  -0.839
H  1.302  0.563  1.293
C  -1.514  -0.870  -0.112
C  0.860  1.780  -0.335
S  -2.705  0.266  0.062
H  1.835  1.529  -0.740
H  1.588  -1.484  0.819
H  0.905  2.757  0.009
C  0.742  -1.618  0.046
H  -1.422  -1.849  -0.606

---

Arrangement Q

Entry from OMol25: an isolated ion of composition C4H10NS and charge +1 (ωB97M-V/def2-TZVPD).

Output
total charge = +1
frontier orbital gap = 7.916 eV
HOMO level = -12.070 eV

Geometry (Å):
H  3.624  0.817  -0.709
C  0.728  -0.698  0.410
H  -3.998  0.725  0.348
H  1.894  1.403  -0.851
H  -1.910  -0.080  1.383
H  2.052  -1.094  -1.142
S  -0.669  -0.052  -0.430
H  -3.261  0.215  -1.293
C  2.591  0.774  -0.261
H  2.614  -1.196  0.260
H  0.573  -0.709  1.546
H  2.822  1.135  0.786
H  -3.611  -0.980  0.086
C  -2.051  0.223  0.338
C  -3.370  0.080  -0.283
N  1.971  -0.565  -0.189

---

Of them, the most stable is arrangement P and the least stable is arrangement Q.

---

Arrangement P

Entry from OMol25: a 10-piece molecular cluster, C20H60O10 overall (ωB97M-V/def2-TZVPD).

Output
total charge = 0
SMILES string = CC(C)O.CC(C)O.CC(C)O.CC(C)O.CC(C)O.CO.CO.CO.CO.CO
frontier orbital gap = 10.266 eV
HOMO level = -10.013 eV

Geometry (Å):
H  -6.922  -10.665  35.980
H  -8.086  -7.764  42.050
H  -7.954  -9.206  29.785
H  2.201  0.936  37.704
H  -1.740  -9.712  28.475
C  -3.164  -6.721  35.085
H  -2.972  -10.720  27.628
H  -8.918  -6.269  45.147
H  -4.863  -1.707  40.576
H  -8.752  -10.944  36.464
C  -7.691  -10.916  36.711
H  -10.124  -5.669  44.125
H  0.141  -11.633  34.647
H  -7.734  -10.276  27.242
H  -3.041  -5.536  36.817
H  -2.631  -2.513  41.147
H  0.069  -2.936  27.975
C  -3.163  -9.025  25.266
H  -3.029  -0.801  41.563
C  -3.319  -1.847  41.667
C  -3.685  -6.562  33.622
H  -6.658  -9.845  37.880
C  3.186  -12.272  32.999
C  -2.559  -8.759  26.615
H  -3.242  -8.061  27.099
H  -9.232  -9.399  28.729
H  -3.210  -1.963  42.745
H  -4.116  -9.555  25.272
C  -9.050  -5.600  44.296
C  -8.579  -5.406  41.751
H  -1.423  -6.031  34.482
H  0.882  -0.935  36.473
O  0.027  -3.704  28.551
H  1.834  -10.724  32.391
C  -8.235  -6.107  43.128
C  -2.173  -9.988  27.514
H  1.502  -3.979  30.090
O  4.541  -5.985  33.983
H  -0.189  0.225  37.334
H  2.365  1.031  39.946
H  -7.188  -5.892  43.340
H  -7.935  -8.145  28.463
H  1.055  -0.120  40.180
H  1.671  -10.338  34.853
H  4.300  -6.874  34.253
H  -9.478  -5.826  41.300
H  -8.865  -4.541  44.477
H  -3.446  -5.619  33.131
O  2.614  -0.961  38.272
H  -0.083  -12.089  32.996
H  2.954  -12.902  32.141
H  4.088  -11.790  32.622
O  -4.607  -2.233  41.337
H  -3.243  -8.047  24.792
O  -1.339  -8.093  26.459
H  3.062  -5.127  35.181
H  0.120  -1.402  38.001
H  -8.761  -4.331  41.771
H  3.452  -13.007  33.759
H  3.503  -0.745  37.980
C  1.982  -11.369  33.257
O  -7.584  -9.938  37.646
H  -4.774  -6.587  33.658
H  4.458  -5.260  36.082
H  0.678  1.390  39.466
H  -7.610  -11.942  37.069
O  -7.437  -10.164  28.148
C  4.144  -5.145  35.045
O  -1.710  -6.797  34.984
C  1.457  0.629  39.497
H  -4.684  -5.387  36.122
C  0.648  -12.104  33.805
O  -8.472  -7.530  42.897
C  1.752  0.071  38.192
C  -8.164  -9.180  28.716
H  2.193  -4.316  28.591
H  -3.321  -4.560  35.455
H  4.231  -4.111  34.710
H  -1.352  -10.558  27.079
O  2.457  -10.516  34.333
C  0.550  -0.569  37.444
H  -3.575  -7.637  35.510
H  -1.319  -7.214  26.844
H  0.774  -13.146  34.102
C  -3.625  -5.509  35.896
H  -3.332  -7.382  32.996
H  -2.567  -9.648  24.599
H  -7.782  -5.607  41.036
H  1.684  -2.702  28.916
C  1.380  -3.742  29.033

---

Arrangement Q

Entry from OMol25: a 10-piece molecular cluster, C20H60O10 overall (ωB97M-V/def2-TZVPD).

Output
total charge = 0
SMILES string = CCO.CCO.CCO.CCO.CCO.CCO.CCO.CCO.CCO.CCO
frontier orbital gap = 10.118 eV
HOMO level = -9.892 eV

Geometry (Å):
H  -2.100  -2.213  -4.449
C  2.672  4.307  0.680
H  -2.449  0.687  -3.911
O  -2.396  -5.240  0.751
O  -4.674  -1.718  -3.525
H  -5.296  2.788  -3.925
H  -4.672  0.907  -5.132
H  2.253  -1.937  2.540
C  -4.321  2.695  -4.420
H  3.523  -3.235  2.321
C  3.753  -0.011  -2.402
C  -1.151  -4.621  0.401
H  0.235  -0.903  6.074
C  0.054  1.212  -0.555
H  -3.333  4.425  -3.622
H  2.373  -2.371  5.049
C  -0.489  -0.100  5.952
H  -1.927  -1.025  4.675
H  5.050  1.638  4.857
H  -0.558  -0.118  1.023
H  0.572  2.172  -0.644
H  1.251  5.500  1.897
H  1.006  5.564  0.196
H  -0.885  -2.093  -5.761
H  -0.495  0.289  -5.141
H  -0.613  -4.530  1.346
H  2.472  -1.607  -3.004
O  3.668  5.333  0.664
O  -1.326  1.356  -0.843
H  -1.923  0.518  7.137
C  2.645  -2.893  2.874
H  -3.243  -1.053  -1.242
C  -1.206  -0.211  4.622
H  3.676  5.739  1.536
H  3.688  2.548  4.303
C  -3.261  3.340  -3.545
C  -4.247  -1.473  -1.157
H  5.102  2.448  3.306
O  1.509  -3.778  2.817
C  -1.340  -3.324  -0.367
H  -0.495  -0.323  3.807
H  4.151  -1.974  -3.274
H  0.001  0.870  6.057
H  3.969  -2.152  4.419
H  0.507  0.513  -1.269
H  -1.941  -3.608  -1.233
O  -4.003  1.315  -4.576
H  4.410  -0.233  3.451
H  -0.025  -0.814  -3.817
H  2.886  0.649  -2.277
H  2.027  1.239  3.564
C  -5.103  -1.064  -2.326
H  -1.813  0.687  4.464
H  1.796  -4.638  3.138
H  -2.801  -5.588  -0.048
H  -1.490  0.991  -1.718
H  -5.123  -1.281  -4.251
C  0.183  0.662  0.851
C  4.464  1.850  3.963
H  -5.120  0.017  -2.507
H  -4.415  3.234  -5.368
O  2.491  0.454  3.876
H  2.611  3.828  -0.294
H  4.823  1.619  -2.581
H  -0.547  -5.324  -0.187
H  -4.205  -2.556  -1.061
C  3.423  -1.162  -3.316
H  2.978  3.565  1.430
C  3.790  0.655  3.316
H  -0.042  1.469  1.556
H  -2.269  3.087  -3.931
H  -0.356  -2.967  -0.685
O  4.869  0.716  -2.906
H  4.003  -0.376  -1.396
C  -0.865  -0.416  -4.386
H  3.447  -3.710  4.768
H  -2.341  -1.076  -5.778
H  1.162  0.248  1.090
H  3.334  -0.847  -4.356
H  -6.151  -1.333  -2.118
H  3.744  0.748  2.222
O  -1.402  -0.285  7.048
O  -1.716  0.234  -3.475
H  -4.648  -1.078  -0.221
C  1.296  4.879  0.997
C  3.071  -2.780  4.321
H  0.534  4.101  1.092
H  -3.309  3.001  -2.512
H  -1.792  -2.514  0.199
C  -1.589  -1.542  -5.136

---

Of them, the most stable is arrangement Q and the least stable is arrangement P.

---

Arrangement P

Entry from OMol25: a single C4H7N3O2 molecule (ωB97M-V/def2-TZVPD).

Output
total charge = 0
frontier orbital gap = 7.266 eV
HOMO level = -7.224 eV

Geometry (Å):
C  0.095  1.795  -2.410
O  0.777  -1.542  2.087
H  -0.340  -2.980  2.908
C  0.397  1.764  0.064
N  0.163  1.225  -1.017
N  0.485  -1.063  -0.025
H  -1.113  -1.375  3.133
H  -0.611  2.607  -2.407
H  -0.020  -0.750  -2.002
C  0.120  -0.415  -1.077
H  -1.346  -2.003  1.718
C  -0.530  -1.979  2.434
O  0.494  2.366  1.054
H  1.143  1.911  -2.633
H  -0.431  1.000  -2.947
N  0.718  -0.562  1.120

---

Arrangement Q

Entry from OMol25: C4H7N3O2 as an isolated structure (ωB97M-V/def2-TZVPD).

Output
total charge = 0
frontier orbital gap (alpha / beta) = 7.725 / 7.723 eV
HOMO level (alpha / beta) = -8.337 / -8.338 eV

Geometry (Å):
C  1.348  0.906  0.308
C  -0.953  1.327  -0.317
H  0.569  -2.733  0.090
C  1.025  -0.727  1.674
N  -1.482  -0.795  1.824
H  1.138  -1.624  2.259
C  -0.278  -0.496  1.219
N  -0.087  0.528  0.307
O  -1.493  -1.600  2.739
N  1.942  -0.001  1.166
H  1.454  1.905  0.650
O  -2.457  -0.216  1.483
H  -2.093  1.072  -0.245
H  1.275  -2.408  0.200
H  1.847  0.753  -0.666
H  -0.650  2.156  -0.924

---

Arrangement R

Entry from OMol25: a 3-piece molecular cluster, C4H7N3O2 overall (ωB97M-V/def2-TZVPD).

Output
total charge = 0
frontier orbital gap (alpha / beta) = 7.832 / 7.833 eV
HOMO level (alpha / beta) = -8.288 / -8.285 eV

Geometry (Å):
C  0.274  0.830  -1.476
H  0.161  2.967  -0.527
N  0.825  -1.457  -1.208
H  -1.596  -0.973  -0.725
H  0.176  0.863  2.557
N  0.471  -0.414  -0.621
H  1.159  -2.213  -0.593
H  -2.266  -1.452  -1.004
N  -0.311  1.258  0.744
H  1.113  0.933  -2.160
H  -0.773  0.793  -1.993
O  0.156  -2.039  1.994
C  0.256  -0.866  1.896
O  0.359  0.031  2.873
C  -0.064  -0.111  0.594
C  0.059  1.851  -0.350

---

Of them, the most stable is arrangement R and the least stable is arrangement P.

---

Arrangement P

Entry from OMol25: a 2-piece molecular cluster, C3H9NS2 overall (ωB97M-V/def2-TZVPD).

Output
total charge = 0
SMILES string = NC=S.CSC
frontier orbital gap = 9.059 eV
HOMO level = -8.483 eV

Geometry (Å):
S  2.955  -1.661  -0.095
H  -3.022  0.511  -0.702
C  -2.969  -0.282  0.047
H  -3.868  -0.896  -0.033
C  -0.229  -0.133  -0.053
H  2.008  1.786  -0.002
H  2.914  0.934  -1.218
H  -0.235  0.309  0.947
H  -0.318  0.659  -0.800
S  -1.545  -1.354  -0.234
H  1.781  -0.100  1.283
C  2.327  -0.215  0.353
N  2.420  0.928  -0.337
H  -2.940  0.162  1.047
H  0.721  -0.648  -0.201

---

Arrangement Q

Entry from OMol25: a single C3H9NS2 molecule (ωB97M-V/def2-TZVPD).

Output
total charge = 0
SMILES string = CNCCSS
frontier orbital gap = 9.297 eV
HOMO level = -8.754 eV

Geometry (Å):
H  1.759  -1.319  0.808
C  -2.192  0.352  0.817
N  -1.254  -0.333  -0.063
H  -2.049  1.447  0.824
H  -2.015  0.024  1.843
C  0.156  0.068  0.221
H  2.633  1.551  -2.020
H  0.396  0.934  -0.407
S  3.192  0.787  -1.071
H  0.525  -1.999  -0.184
H  0.219  0.437  1.249
H  -3.213  0.099  0.523
S  2.144  -0.953  -1.507
H  -1.406  -0.009  -1.011
C  1.104  -1.086  -0.022

---

Of them, the most stable is arrangement Q and the least stable is arrangement P.